No. 1
ORCA calculation (the ωB97M-V functional and the def2-TZVPD basis) on an isolated molecule of C2H6N4S in a non-equilibrium geometry.

As for the total energy: -696.83205 Eh. The LUMO energy (alpha / beta) is -0.5 / -0.5 eV. Its energy above the lowest of the compared OMol25 structures with the same formula, charge and spin is 121.7 kcal/mol.

The geometry in XYZ format:
```
13
C2H6N4S the ωB97M-V functional and the def2-TZVPD basis
H -0.84 -1.68 -3.27
N -0.47 -1.47 -2.41
N -1.25 -0.87 -1.65
S -2.81 -0.40 -1.87
N -0.90 -0.56 -0.39
N -0.28 0.60 -0.18
C 0.08 0.87 1.18
C 1.54 0.49 1.34
H -0.21 1.87 1.28
H -0.58 0.05 1.79
H 1.69 -0.68 1.29
H 2.21 0.95 0.59
H 1.82 0.82 2.30
```

Per-atom Löwdin charges, elementary charge units:
1 H 0.03
2 N 0.14
3 N -0.82
4 S 0.56
5 N -0.04
6 N 0.04
7 C -0.30
8 C -0.11
9 H 0.09
10 H 0.16
11 H 0.12
12 H 0.08
13 H 0.04

No. 2
ORCA calculation (the ωB97M-V functional and the def2-TZVPD basis) on an isolated molecule of C2H6N4S in a non-equilibrium geometry.

As for the total energy: -696.99384 Eh. The LUMO energy is 0.5 eV. Its energy above the lowest of the compared OMol25 structures with the same formula, charge and spin is 20.2 kcal/mol.

The geometry in XYZ format:
```
13
C2H6N4S the ωB97M-V functional and the def2-TZVPD basis
H 0.83 0.63 -2.63
N 0.17 0.07 -2.07
C 0.51 -0.02 -0.81
N 1.62 0.47 -0.26
C -0.48 -0.67 0.13
N -1.46 -1.39 -0.23
H -1.51 -1.43 -1.30
N -0.23 -0.38 1.49
S -0.69 1.24 1.90
H 1.73 0.37 0.73
H 2.38 0.82 -0.77
H -0.83 -1.02 2.02
H -2.03 1.31 1.79
```

Per-atom Löwdin charges, elementary charge units:
1 H 0.05
2 N 0.10
3 C -0.48
4 N 0.14
5 C -0.50
6 N 0.15
7 H 0.08
8 N -0.38
9 S 0.74
10 H 0.07
11 H 0.09
12 H 0.08
13 H -0.15

No. 3
ORCA calculation (the ωB97M-V functional and the def2-TZVPD basis) on an isolated molecule of C2H6N4S2 in a non-equilibrium geometry.

As for the total energy: -1095.09399 Eh. The LUMO energy is 0.5 eV. Its energy above the lowest of the compared OMol25 structures with the same formula, charge and spin is 81.6 kcal/mol.

The geometry in XYZ format:
```
14
C2H6N4S2 the ωB97M-V functional and the def2-TZVPD basis
N 0.19 -1.13 0.24
N 0.17 0.27 -0.04
C 1.39 0.92 0.06
N 2.60 0.65 0.08
S 3.41 -0.76 -0.15
C -0.96 1.05 -0.05
N -2.17 0.73 -0.12
S -2.75 -0.87 -0.07
H -0.15 -1.27 1.24
H -0.63 -1.64 -0.31
H 1.18 2.03 0.10
H 2.47 -1.66 -0.50
H -0.66 2.13 -0.19
H -4.08 -0.45 -0.31
```

Per-atom Löwdin charges, elementary charge units:
1 N 0.02
2 N -0.16
3 C -0.33
4 N -0.41
5 S 0.71
6 C -0.32
7 N -0.36
8 S 0.69
9 H 0.12
10 H 0.05
11 H 0.12
12 H -0.17
13 H 0.13
14 H -0.09